(1)
9
Properties=species:S:1:pos:R:3 method="wB97M-V/def2-TZVPD" homo_lumo_gap_ev="6.5 / 6.7" charge=0 largest_force_ev_per_a=6.17 lumo_energy_ha="0.0275 / -0.0858" spin_multiplicity=3
C -0.1389 -0.5708 0.8762
N -1.1731 -1.2576 0.0653
N -1.0344 -1.1209 -1.1505
N -0.0025 -0.2916 -1.5668
P 0.8402 0.6253 -0.2967
H -0.3565 -0.1199 1.8682
H 0.5029 -1.3126 1.3440
H -0.0547 0.1993 -2.5996
H -0.1833 1.4637 -0.1956


(2)
58
Properties=species:S:1:pos:R:3 method="wB97M-V/def2-TZVPD" homo_lumo_gap_ev="5.6 / 5.6" charge=-1 largest_force_ev_per_a=4.57 lumo_energy_ha="0.0830 / 0.0830" spin_multiplicity=2
Cu -0.6575 0.5440 0.3237
C -3.1269 3.2560 3.0793
C -2.5467 1.8513 2.8097
C -3.6531 0.7742 2.8975
O -1.9183 1.7641 1.5975
H -2.5090 4.0579 2.6678
H -3.1686 3.5094 4.1434
H -4.0868 3.3059 2.5597
H -1.8118 1.7098 3.6322
H -4.6087 1.1992 2.5658
H -3.8491 0.5008 3.9434
H -3.4769 -0.0859 2.2562
C -1.2533 1.4790 -2.6660
O -0.9311 1.5973 -1.4180
O -0.4279 0.9255 -3.5220
O -2.3082 1.9733 -3.1567
C 1.7735 -0.7692 3.6313
C 1.1718 -1.3622 2.3756
O 0.3650 -0.7264 1.7390
N 1.3878 -2.6705 2.1602
C 0.8324 -3.5299 1.1547
H 2.8514 -0.6087 3.5720
H 1.6908 -1.4982 4.4442
H 1.2021 0.1103 3.9058
H 2.0332 -3.1533 2.7637
H 0.2279 -2.9477 0.4555
H 0.2422 -4.3362 1.5872
H 1.6307 -3.9099 0.5103
C 2.7541 -1.7231 -1.6253
C 1.6069 -0.7703 -1.9202
O 0.6835 -0.6306 -1.1284
N 1.5192 -0.1901 -3.1254
C 2.6206 0.0190 -4.0110
H 2.9734 -1.7089 -0.5582
H 3.6649 -1.5279 -2.1863
H 2.3591 -2.7129 -1.8652
H 0.6233 0.3711 -3.2938
H 3.4982 0.4885 -3.5423
H 2.3679 0.7635 -4.7684
H 3.0396 -0.8282 -4.5649
O 1.2255 1.6102 0.4954
C 2.1069 2.1555 -0.1424
N 1.9102 2.3902 -1.4540
C 3.4790 2.3425 0.4631
H 2.5807 2.9360 -1.9625
H 0.9489 2.2240 -1.7760
H 3.7955 1.3991 0.9003
H 3.5249 3.0885 1.2578
H 4.1630 2.7375 -0.2922
O -2.0295 -1.0972 -0.2621
C -2.5431 -1.5414 -1.2741
N -1.8017 -2.0638 -2.2823
C -4.0374 -1.6806 -1.4020
H -0.8122 -1.8938 -2.1551
H -2.1920 -2.0588 -3.2084
H -4.2825 -2.5085 -2.0654
H -4.4034 -0.7649 -1.8726
H -4.4183 -1.7848 -0.3909


(3)
22
Properties=species:S:1:pos:R:3 method="wB97M-V/def2-TZVPD" homo_lumo_gap_ev=5.3 charge=+1 largest_force_ev_per_a=2.36 lumo_energy_ha=-0.2426
Sr -4.4915 20.7454 -12.3994
Cl -2.6867 23.0237 -12.2064
C -1.1540 24.5824 -7.3743
C -2.2036 24.3893 -8.4643
O -1.6285 24.7943 -9.7039
O -1.5698 24.1632 -6.1132
H -0.8944 25.6425 -7.3914
H -0.2692 24.0388 -7.7319
H -3.1195 24.9648 -8.2903
H -2.4929 23.3293 -8.5432
H -2.1591 24.4347 -10.4245
H -1.4691 23.2167 -6.0019
C 0.4627 22.1194 -9.9559
C 1.2912 21.7232 -11.1882
O 2.6809 21.6602 -10.9192
O 0.3775 21.0514 -9.0082
H -0.5306 22.4359 -10.2626
H 0.9697 23.0051 -9.5577
H 1.0235 22.3499 -12.0374
H 1.0037 20.7077 -11.5094
H 2.9195 20.9785 -10.2922
H 1.2778 20.7270 -8.9147


(4)
90
Properties=species:S:1:pos:R:3 method="wB97M-V/def2-TZVPD" homo_lumo_gap_ev=6.4 charge=-1 largest_force_ev_per_a=0.43 lumo_energy_ha=0.0681
O 4.0538 0.0078 2.6302
P 2.4322 0.3673 2.8018
Br 2.5688 2.0588 4.3674
In 1.9647 1.5565 0.5204
C 2.1961 -0.1151 -0.8793
C 3.6468 -0.5072 -1.1650
C 4.2957 0.4474 -2.1507
S 5.9953 0.0038 -2.6534
H 4.5287 0.6502 2.0727
H 3.3452 2.6592 0.3250
H 0.4296 2.3643 0.5895
H 1.6993 0.1805 -1.8084
H 1.6598 -0.9707 -0.4709
H 3.7306 -1.5275 -1.5662
H 4.2500 -0.5123 -0.2458
H 4.3169 1.4633 -1.7544
H 3.7288 0.4921 -3.0849
H 6.6182 0.5598 -1.6036
O -2.4171 1.6644 7.4716
C -1.4194 1.0035 7.4547
O -1.3623 -0.2117 8.0617
C -0.0342 -0.7597 7.9718
C 0.6167 -0.0414 6.7928
C -0.0750 1.3106 6.8285
H 0.4839 -0.5492 8.9114
H -0.1319 -1.8366 7.8582
H 1.7000 0.0217 6.8713
H 0.3736 -0.5417 5.8541
H 0.4352 2.0276 7.4770
H -0.1949 1.7780 5.8553
O -0.3996 1.7386 -2.8004
C -1.0197 0.7213 -2.6930
O -0.9072 -0.0769 -1.6064
C -1.6172 -1.3063 -1.7991
C -2.6767 -0.9936 -2.8561
C -1.9852 0.0862 -3.6796
H -0.9045 -2.0650 -2.1320
H -2.0188 -1.6048 -0.8335
H -2.9725 -1.8734 -3.4242
H -3.5647 -0.5793 -2.3751
H -1.3745 -0.3394 -4.4811
H -2.6408 0.8372 -4.1122
O 1.7628 -4.1490 7.8680
C 2.5931 -3.4904 7.3099
O 3.6134 -2.9056 7.9837
C 4.3994 -2.0906 7.0931
C 4.1365 -2.6443 5.6967
C 2.7078 -3.1480 5.8399
H 4.0599 -1.0568 7.1855
H 5.4338 -2.1569 7.4213
H 4.2646 -1.8855 4.9258
H 4.8142 -3.4752 5.4914
H 1.9894 -2.3555 5.6209
H 2.4580 -4.0141 5.2327
O 0.9244 -4.4360 -0.9763
C 1.5469 -4.3107 0.0403
O 2.1654 -3.1662 0.3811
C 2.8961 -3.3132 1.6100
C 2.2308 -4.4879 2.3147
C 1.7752 -5.3403 1.1369
H 3.9410 -3.5133 1.3600
H 2.8339 -2.3666 2.1428
H 2.9087 -4.9975 2.9980
H 1.3676 -4.1350 2.8816
H 2.5535 -6.0255 0.7913
H 0.8662 -5.9159 1.2938
O -3.4162 2.1673 -5.9130
C -2.4573 2.8111 -6.2407
O -1.7127 3.4592 -5.3295
C -0.6304 4.1692 -5.9519
C -0.4527 3.5018 -7.3145
C -1.8712 3.0320 -7.6217
H -0.9241 5.2174 -6.0452
H 0.2263 4.0919 -5.2881
H -0.0341 4.1783 -8.0565
H 0.2098 2.6409 -7.2183
H -2.4721 3.7991 -8.1169
H -1.9451 2.1189 -8.2071
O -9.6975 4.1332 -6.2022
C -8.7518 3.6109 -5.6871
O -8.8862 2.6632 -4.7280
C -7.5941 2.2686 -4.2271
C -6.6041 2.6334 -5.3277
C -7.2768 3.8522 -5.9443
H -7.4042 2.8225 -3.3049
H -7.6463 1.2069 -3.9993
H -5.5994 2.8125 -4.9533
H -6.5446 1.8273 -6.0599
H -7.0012 4.7801 -5.4363
H -7.1104 3.9936 -7.0094